(1)
{"formula": "C40H32BrIN8O3SSn", "method": "the ωB97M-V functional and the def2-TZVPD basis", "homo_energy_ev": -12.34, "e_lumo_ev": -5.43, "homo_lumo_gap_ev": 6.913, "e_tot_ev": -154864.116, "total_charge": 2, "multiplicity": 1, "e_above_lowest_kj_mol": 0.0, "symbols": ["Sn", "C", "C", "N", "C", "C", "C", "C", "C", "C", "C", "N", "C", "C", "C", "C", "C", "C", "C", "C", "N", "C", "H", "H", "H", "H", "H", "H", "H", "H", "H", "H", "H", "H", "C", "N", "C", "C", "N", "C", "S", "H", "H", "H", "H", "H", "H", "I", "C", "C", "C", "C", "C", "N", "H", "H", "H", "H", "N", "C", "O", "C", "C", "C", "N", "C", "C", "H", "H", "H", "H", "H", "H", "Br", "C", "C", "C", "C", "C", "C", "C", "O", "O", "H", "H", "H", "H"], "positions_angstrom": [[0.008, -0.583, 0.328], [-3.970, -2.675, -0.282], [-2.998, -1.788, 0.197], [-1.709, -2.038, 0.081], [-1.281, -3.194, -0.501], [-2.194, -4.119, -1.037], [-3.568, -3.820, -0.913], [-1.710, -5.311, -1.623], [-0.368, -5.546, -1.627], [0.550, -4.631, -1.066], [0.128, -3.452, -0.497], [0.888, -2.482, 0.146], [2.033, -2.684, 0.900], [3.065, -3.563, 0.669], [4.145, -3.684, 1.573], [4.212, -2.936, 2.710], [3.177, -2.012, 2.989], [3.130, -1.239, 4.170], [2.070, -0.406, 4.401], [1.073, -0.298, 3.426], [1.098, -0.987, 2.302], [2.112, -1.873, 2.081], [-5.016, -2.439, -0.149], [-3.269, -0.857, 0.674], [-4.295, -4.518, -1.309], [-2.409, -6.024, -2.037], [0.019, -6.458, -2.062], [1.594, -4.889, -1.099], [3.078, -4.177, -0.216], [4.925, -4.399, 1.351], [5.030, -3.046, 3.409], [3.933, -1.328, 4.891], [1.991, 0.172, 5.310], [0.237, 0.371, 3.579], [-2.600, 0.898, -3.900], [-1.183, 1.257, -3.905], [-0.627, 2.236, -4.703], [0.711, 2.189, -4.529], [0.945, 1.175, -3.629], [-0.213, 0.625, -3.234], [-0.415, -0.761, -2.225], [-3.185, 1.794, -4.087], [-2.857, 0.490, -2.929], [-2.790, 0.159, -4.677], [-1.229, 2.865, -5.334], [1.499, 2.772, -4.970], [1.844, 0.858, -3.305], [-3.171, 2.693, -0.729], [-1.370, 3.682, -1.196], [-1.386, 5.066, -1.313], [-0.181, 5.696, -1.574], [0.969, 4.927, -1.694], [0.856, 3.555, -1.565], [-0.300, 2.926, -1.328], [-2.303, 5.623, -1.194], [-0.139, 6.773, -1.669], [1.933, 5.383, -1.876], [1.737, 2.924, -1.630], [6.998, 0.609, -1.796], [6.174, 1.429, -1.107], [6.466, 2.549, -0.755], [4.786, 0.901, -0.800], [4.159, -0.128, -1.494], [2.865, -0.474, -1.152], [2.193, 0.140, -0.171], [2.802, 1.116, 0.512], [4.087, 1.529, 0.221], [7.937, 0.935, -1.965], [6.815, -0.371, -1.911], [4.647, -0.657, -2.302], [2.339, -1.274, -1.660], [2.227, 1.579, 1.301], [4.552, 2.338, 0.767], [-3.004, 5.977, 5.117], [-2.394, 4.531, 4.086], [-3.086, 3.325, 4.128], [-2.636, 2.263, 3.368], [-1.502, 2.411, 2.570], [-0.816, 3.624, 2.535], [-1.260, 4.688, 3.296], [-1.047, 1.291, 1.751], [-0.031, 1.429, 0.970], [-1.580, 0.149, 1.765], [-3.965, 3.228, 4.749], [-3.158, 1.316, 3.387], [0.056, 3.731, 1.903], [-0.739, 5.635, 3.282]], "lowdin_charge": [1.216, -0.010, -0.088, -0.037, -0.203, -0.137, 0.036, -0.017, -0.042, 0.013, -0.236, -0.077, -0.228, 0.007, -0.045, -0.019, -0.137, 0.036, -0.006, -0.071, 0.044, -0.151, 0.120, 0.110, 0.134, 0.124, 0.119, 0.092, 0.097, 0.118, 0.124, 0.135, 0.122, 0.119, -0.035, -0.094, -0.009, -0.035, 0.096, -0.676, 0.805, 0.092, 0.027, 0.110, 0.143, 0.136, 0.143, 1.030, -0.742, -0.115, -0.041, -0.041, -0.152, 0.019, 0.101, 0.122, 0.115, 0.098, 0.193, -0.492, 0.096, -0.093, 0.019, -0.143, -0.015, -0.085, 0.042, 0.129, 0.102, 0.122, 0.095, 0.116, 0.135, 0.823, -0.673, -0.091, 0.001, -0.191, -0.005, -0.096, -0.632, -0.131, -0.060, 0.113, 0.130, 0.122, 0.111]}

=====

(2)
{"formula": "C4H12N2O", "method": "the ωB97M-V functional and the def2-TZVPD basis", "homo_energy_ev": -7.75, "e_lumo_ev": -4.18, "homo_lumo_gap_ev": 3.570, "e_tot_ev": -9360.907, "multiplicity": 1, "e_above_lowest_kj_mol": 992.5, "symbols": ["N", "C", "C", "N", "C", "C", "O", "H", "H", "H", "H", "H", "H", "H", "H", "H", "H", "H", "H"], "positions_angstrom": [[-2.979, 1.160, 0.810], [-1.501, -0.894, 0.283], [-0.686, -0.046, -0.660], [0.650, -0.454, -0.909], [1.739, 0.512, -0.499], [2.800, -0.439, 0.118], [2.374, -1.597, 0.600], [-3.894, 1.118, 1.227], [-2.365, -0.074, 0.542], [-0.997, -1.264, 1.265], [-2.020, -1.738, -0.179], [-0.788, 0.936, -0.347], [-1.200, -0.117, -1.540], [0.989, -1.301, -0.328], [1.427, 1.352, 0.150], [2.044, 0.990, -1.437], [3.316, 0.254, 0.843], [3.617, -0.441, -0.778], [-2.526, 2.041, 0.839]], "nbo_charge": [-0.968, -0.402, -0.264, -0.430, -0.271, -0.062, -0.668, 0.365, 0.304, 0.237, 0.226, 0.212, 0.218, 0.426, 0.208, 0.214, 0.139, 0.152, 0.364]}

=====

(3)
{"formula": "C29H29CsN10O6SSe3Te", "method": "the ωB97M-V functional and the def2-TZVPD basis", "homo_energy_ev": -0.39, "e_lumo_ev": 3.14, "homo_lumo_gap_ev": 3.524, "e_tot_ev": -272448.103, "total_charge": -2, "multiplicity": 1, "e_above_lowest_kj_mol": 127.7, "symbols": ["Cs", "N", "C", "N", "C", "N", "C", "C", "N", "C", "C", "N", "H", "H", "H", "H", "H", "Se", "Se", "Te", "Se", "C", "C", "S", "O", "O", "C", "C", "N", "C", "N", "C", "C", "N", "O", "O", "C", "H", "H", "H", "H", "H", "H", "H", "H", "H", "H", "H", "H", "H", "O", "C", "N", "C", "C", "O", "N", "C", "C", "C", "C", "C", "C", "C", "C", "C", "C", "C", "C", "H", "H", "H", "H", "H", "H", "H", "H", "H", "H", "H"], "positions_angstrom": [[2.048, -2.286, 0.584], [1.358, -3.669, 5.320], [2.232, -3.498, 4.311], [1.615, -3.721, 3.179], [0.351, -4.029, 3.549], [0.141, -4.018, 4.852], [-0.700, -4.342, 2.566], [-2.023, -4.551, 2.961], [-2.995, -4.802, 2.095], [-2.634, -4.845, 0.813], [-1.325, -4.644, 0.415], [-0.352, -4.394, 1.283], [1.516, -3.600, 6.308], [3.274, -3.231, 4.410], [-2.285, -4.501, 4.010], [-3.412, -5.039, 0.084], [-1.051, -4.673, -0.633], [5.197, -2.418, 2.309], [5.262, -4.688, 2.874], [3.752, -5.978, 1.202], [4.857, -8.168, 0.845], [2.441, 0.835, -3.698], [2.174, 1.539, -2.376], [2.333, 3.298, -2.578], [1.392, 3.725, -3.589], [3.730, 3.633, -2.727], [1.763, 4.019, -1.048], [2.810, 4.084, 0.052], [3.328, 2.775, 0.432], [2.584, 1.748, 0.920], [3.254, 0.613, 0.936], [4.493, 0.888, 0.434], [4.548, 2.211, 0.106], [5.683, 2.956, -0.337], [5.692, 4.165, -0.141], [6.594, 2.329, -0.835], [1.170, 1.865, 1.376], [2.328, -0.238, -3.553], [3.453, 1.038, -4.046], [1.731, 1.157, -4.458], [2.891, 1.240, -1.612], [1.160, 1.350, -2.016], [0.854, 3.487, -0.763], [1.474, 5.030, -1.341], [2.379, 4.561, 0.934], [3.655, 4.681, -0.276], [5.267, 0.137, 0.377], [0.957, 2.845, 1.805], [0.986, 1.095, 2.123], [0.465, 1.680, 0.560], [-0.741, -0.595, 2.359], [-1.200, -0.528, 1.227], [-2.456, 0.041, 0.968], [-2.600, 0.257, -0.455], [-1.350, -0.548, -0.969], [-1.149, -0.720, -2.165], [-0.602, -0.951, 0.071], [-2.499, 1.741, -0.802], [-3.292, 2.644, -0.094], [-3.224, 4.005, -0.344], [-2.366, 4.490, -1.323], [-1.594, 3.602, -2.056], [-1.664, 2.235, -1.798], [-3.866, -0.363, -1.024], [-4.309, -0.027, -2.301], [-5.421, -0.649, -2.849], [-6.105, -1.619, -2.128], [-5.664, -1.964, -0.860], [-4.550, -1.342, -0.312], [-2.743, 0.753, 1.621], [-3.983, 2.276, 0.657], [-3.846, 4.688, 0.223], [-2.312, 5.554, -1.522], [-0.925, 3.960, -2.829], [-1.092, 1.533, -2.393], [-3.769, 0.715, -2.876], [-5.748, -0.381, -3.846], [-6.972, -2.107, -2.557], [-6.181, -2.728, -0.293], [-4.193, -1.620, 0.672]], "lowdin_charge": [0.703, 0.018, -0.185, 0.030, -0.338, 0.108, -0.197, -0.079, 0.072, -0.139, -0.113, 0.110, 0.143, 0.035, 0.106, 0.097, 0.112, -0.424, -0.373, -0.056, -0.605, -0.089, -0.272, 0.657, -0.326, -0.298, -0.207, -0.132, 0.042, -0.340, 0.072, -0.039, -0.170, -0.337, 0.052, 0.100, 0.022, 0.086, 0.083, 0.078, 0.082, 0.091, 0.078, 0.115, 0.131, 0.104, 0.104, 0.088, 0.081, 0.074, 0.001, -0.606, 0.129, -0.288, -0.476, 0.021, 0.063, -0.140, -0.033, -0.088, -0.097, -0.084, -0.026, -0.135, -0.020, -0.089, -0.111, -0.091, -0.022, 0.128, 0.116, 0.096, 0.096, 0.088, 0.103, 0.115, 0.095, 0.091, 0.097, 0.109]}

=====

Q: Which value of multiplicity does entry 2 give?
A: 1

=====

Q: Look up the multiplicity of the second one.
A: 1